106
Properties=species:S:1:pos:R:3:forces:R:3 method="wB97M-V/def2-TZVPD" energy_ev=-132087.977 homo_lumo_gap_ev="7.92 / 6.43" charge=+2 s_squared=8.762 multiplicity=6 homo_ev="-12.88 / -12.88" relative_energy_kcal_mol=19.0 e_lumo_ha="-0.182 / -0.237"
Fe -0.2530 -0.3809 -0.4714 0.0 1.2 0.4
O -0.5811 1.2937 0.7787 0.1 -0.2 0.0
S 0.8356 1.2709 1.3776 0.4 -0.3 0.2
C 0.6758 1.5905 3.0832 -0.2 0.2 0.1
C 0.8991 2.8445 3.6116 0.0 0.0 0.0
C 0.8209 3.1015 4.9877 0.0 0.0 0.0
C 0.5132 2.0528 5.8110 0.0 0.0 0.0
C 0.3804 1.9991 7.3088 0.0 0.0 0.0
C -0.0590 0.5475 7.6195 0.0 0.0 0.0
C -0.1157 -0.1299 6.2776 0.0 0.0 0.0
C -0.4747 -1.3997 5.9237 0.0 0.0 0.0
C -0.4915 -1.7166 4.5573 0.0 0.0 0.0
C -0.1257 -0.8540 3.5294 -0.1 -0.1 0.1
P -0.4752 -1.6104 1.8853 0.0 -0.1 0.0
C -2.2192 -2.0821 2.0824 0.0 0.0 0.0
C -2.7070 -3.3397 1.7453 0.0 0.0 0.0
C -4.0674 -3.6058 1.8544 0.0 0.0 0.0
C -4.9371 -2.6221 2.2931 0.0 0.0 0.0
C -4.4506 -1.3634 2.6313 0.0 0.0 0.0
C -3.1002 -1.0916 2.5231 0.0 0.0 0.0
C 0.4615 -3.1737 1.8183 0.1 0.1 0.0
C 0.3240 -3.9374 0.6539 0.0 0.0 0.0
C 1.0582 -5.0981 0.4841 0.0 0.0 0.0
C 1.9588 -5.5008 1.4632 0.0 0.0 0.0
C 2.1184 -4.7380 2.6090 0.0 0.0 0.0
C 1.3761 -3.5766 2.7877 0.0 0.0 0.0
C 0.2797 0.4733 3.8892 0.0 0.0 -0.1
C 0.2396 0.7801 5.2641 0.0 0.0 0.0
C 1.7183 2.6102 0.6506 -0.1 0.0 -0.1
C 2.9446 2.8454 1.2387 0.0 0.0 0.0
C 3.7606 3.9257 0.8815 0.0 0.0 0.0
C 3.2696 4.8012 -0.0464 0.0 0.0 0.0
C 3.8360 6.1031 -0.5471 0.0 0.0 0.0
C 2.7904 6.6271 -1.5589 0.0 0.0 0.0
C 1.7078 5.5820 -1.5688 0.0 0.0 0.0
C 0.5283 5.5247 -2.2443 0.0 0.0 0.0
C -0.2319 4.3480 -2.1208 0.0 0.0 0.0
C 0.0935 3.2619 -1.3282 0.0 0.1 -0.1
P -0.9060 1.7797 -1.7582 -0.2 -0.2 0.0
C -0.9644 1.5283 -3.5754 -0.1 0.2 -0.1
C -1.5667 2.4457 -4.4479 0.0 0.0 0.0
C -1.6593 2.1832 -5.8020 0.0 0.0 0.0
C -1.1754 0.9859 -6.3173 0.0 0.0 0.0
C -0.6168 0.0488 -5.4668 0.0 0.0 0.0
C -0.5197 0.3163 -4.1070 0.0 0.0 0.0
C -2.6150 2.2019 -1.3563 0.1 0.1 0.1
C -3.6617 1.6277 -2.0778 0.0 0.0 0.0
C -4.9745 1.8913 -1.7244 0.0 0.0 0.0
C -5.2507 2.7297 -0.6537 0.0 0.0 0.0
C -4.2120 3.3051 0.0653 0.0 0.0 0.0
C -2.8962 3.0400 -0.2791 0.0 0.0 0.0
C 1.2343 3.3918 -0.4494 0.0 0.0 0.0
C 2.0376 4.5328 -0.6801 0.0 0.0 0.0
H 1.1688 3.6508 2.9424 0.0 0.0 0.0
H 1.0122 4.0957 5.3669 0.0 0.0 0.0
H -0.3431 2.7357 7.6591 0.0 0.0 0.0
H 1.3317 2.2454 7.7827 0.0 0.0 0.0
H -1.0343 0.5109 8.1059 0.0 0.0 0.0
H 0.6422 0.0413 8.2836 0.0 0.0 0.0
H -0.7742 -2.1427 6.6504 0.0 0.0 0.0
H -0.8443 -2.7071 4.2929 0.0 0.0 0.0
H -2.0403 -4.1275 1.4221 0.0 0.0 0.0
H -4.4404 -4.5888 1.6008 0.0 0.0 0.0
H -5.9945 -2.8334 2.3781 0.0 0.0 0.0
H -5.1289 -0.5943 2.9754 0.0 0.0 0.0
H -2.7302 -0.1046 2.7784 0.0 0.0 0.0
H -0.3583 -3.6300 -0.1322 0.0 0.0 0.0
H 0.9324 -5.6861 -0.4151 0.0 0.0 0.0
H 2.5361 -6.4055 1.3285 0.0 0.0 0.0
H 2.8203 -5.0465 3.3724 0.0 0.0 0.0
H 1.5241 -2.9889 3.6825 0.0 0.0 0.0
H 3.2688 2.1981 2.0463 0.0 0.0 0.0
H 4.7110 4.0739 1.3757 0.0 0.0 0.0
H 4.8139 5.9521 -1.0054 0.0 0.0 0.0
H 3.9822 6.7961 0.2822 0.0 0.0 0.0
H 3.2121 6.7521 -2.5567 0.0 0.0 0.0
H 2.3891 7.5970 -1.2637 0.0 0.0 0.0
H 0.1894 6.3205 -2.8938 0.0 0.0 0.0
H -1.1325 4.2960 -2.7128 0.0 0.0 0.0
H -2.0142 3.3549 -4.0765 0.0 0.0 0.0
H -2.1277 2.9057 -6.4563 0.0 0.0 0.0
H -1.2584 0.7790 -7.3757 0.0 0.0 0.0
H -0.2732 -0.9016 -5.8519 0.0 0.0 0.0
H -0.1108 -0.4526 -3.4658 0.0 0.0 0.1
H -3.4612 0.9742 -2.9186 0.0 0.0 0.0
H -5.7812 1.4435 -2.2886 0.0 0.0 0.0
H -6.2766 2.9405 -0.3830 0.0 0.0 0.0
H -4.4258 3.9662 0.8945 0.0 0.0 0.0
H -2.0905 3.4888 0.2867 0.0 0.0 0.0
O -3.2981 -1.9961 -1.6461 -0.1 0.0 0.1
N -2.3653 -1.4220 -1.2116 0.2 0.2 -0.1
O -1.1325 -1.6730 -1.6277 -0.3 -0.5 -0.1
O -2.3834 -0.5051 -0.3450 -0.2 -0.3 -0.2
N 2.1950 1.1680 -2.7396 0.0 0.0 -0.1
C 2.6551 0.2339 -1.8812 0.1 0.0 0.1
C 4.0447 -0.0323 -1.9147 0.0 0.0 0.0
C 4.6075 -0.9068 -1.0373 0.0 0.0 0.0
C 3.7799 -1.5313 -0.0942 0.0 0.0 0.0
C 2.4543 -1.2335 -0.1158 0.0 0.0 -0.1
N 1.8397 -0.3702 -0.9832 0.4 -0.2 -0.2
H 2.8276 1.4671 -3.4635 0.0 0.0 0.0
H 1.2276 1.2122 -3.0009 -0.1 -0.1 0.0
H 4.6423 0.4785 -2.6572 0.0 0.0 0.0
H 5.6691 -1.1112 -1.0730 0.0 0.0 0.0
H 4.1561 -2.2356 0.6327 0.0 0.0 0.0
H 1.8178 -1.7027 0.6075 -0.2 -0.1 0.1

=====

116
Properties=species:S:1:pos:R:3:forces:R:3 method="wB97M-V/def2-TZVPD" energy_ev=-155339.551 homo_lumo_gap_ev=7.04 charge=+1 homo_ev=-10.12 e_lumo_ha=-0.113
C -7.3248 1.5697 0.2860 1.3 0.4 -0.2
C -7.1811 0.0453 -0.1869 -3.8 -1.2 0.7
O -8.2066 -0.6634 -0.0775 3.7 2.0 -0.5
O -5.9972 -0.5139 -0.7403 -0.8 1.3 1.9
C -5.3166 -1.3856 0.2084 0.7 -1.8 -0.6
C -3.7456 -1.2298 -0.0526 -0.4 0.3 -0.3
C -3.0155 -0.2087 0.9930 0.1 -1.6 -1.8
S -4.1896 1.1715 1.5182 0.5 0.1 0.0
N -2.6504 -1.0207 2.1719 0.7 2.2 -0.7
C -1.2275 -0.9196 2.5826 -0.5 -1.0 1.4
O -0.4966 -1.9328 1.8392 0.1 1.5 -0.5
C -1.1761 -1.3736 4.1414 2.5 -2.6 -0.1
C -0.2006 -2.7780 4.2263 3.2 1.3 1.2
C 1.4428 -2.4531 4.2660 -1.8 -2.0 5.1
O 0.5553 -2.9549 5.5134 -3.0 0.3 -3.3
C -0.5703 0.5271 2.4088 1.3 -0.5 1.3
I -1.3792 2.0343 3.8032 -0.1 -0.6 -0.5
C 1.0350 0.5122 2.6890 0.6 1.1 -0.2
N 1.3677 0.8769 4.1172 1.3 -0.5 -1.1
N -0.7495 1.1107 1.0316 0.1 -0.6 -0.3
C -1.8158 0.4754 0.1959 -1.2 0.8 -1.3
O -1.1549 -0.3949 -0.7827 -0.9 0.0 2.1
N -1.0152 0.3805 -1.9201 -0.2 -0.5 -2.5
O -1.0876 -0.2896 -2.8889 0.5 0.9 1.3
H -8.3339 2.0209 0.0304 1.3 -1.0 0.2
H -7.1633 1.6870 1.4205 -0.3 -0.6 -1.7
H -6.5307 2.2401 -0.2003 -1.1 -1.0 0.6
H -5.5975 -2.4668 -0.0772 0.4 1.6 0.5
H -5.6401 -1.2490 1.2888 0.5 0.2 -1.4
H -3.6315 -0.8750 -1.1416 -0.3 -0.4 1.7
H -3.2207 -2.2555 -0.0147 -0.7 1.6 0.1
H -4.2096 2.0848 0.4773 0.3 -1.1 0.4
H -2.9682 -1.9934 2.0894 0.5 0.7 0.0
H 0.0935 -1.5413 1.1635 -0.4 -0.4 0.5
H -2.1877 -1.6689 4.5593 1.2 0.8 -0.6
H -0.5623 -0.6829 4.7991 -1.2 -0.6 -0.8
H -0.5539 -3.7388 3.6187 1.0 2.1 1.6
H 2.1505 -3.3178 4.4515 -0.7 1.2 -2.0
H 1.8204 -1.6074 4.9276 -0.6 0.0 -2.2
H 1.5212 -0.4768 2.3887 -0.9 1.2 0.6
H 1.5576 1.3188 2.0508 -1.3 -1.3 0.4
H 2.2579 0.3741 4.3094 -0.9 0.3 0.1
H 1.6597 1.8735 4.1352 -0.5 -0.9 -0.1
H -0.9525 2.1357 1.1134 -0.2 0.0 -0.3
H 0.1382 1.0480 0.4813 -0.5 0.1 0.6
H -2.2800 1.3255 -0.4271 0.8 -1.3 1.1
C 0.7257 -5.1439 0.7014 0.0 0.1 -0.1
S 1.6970 -5.5350 2.1726 0.2 -0.1 -0.1
O 2.4380 -4.2947 2.5626 0.0 -0.6 -0.6
C 2.8673 -6.6256 1.3376 -0.1 0.1 0.0
H -0.0550 -4.4349 0.9816 0.1 0.0 0.1
H 1.3670 -4.6955 -0.0598 0.1 0.0 0.1
H 0.2652 -6.0550 0.3158 0.0 0.0 0.1
H 3.3741 -6.0862 0.5369 0.0 0.0 0.1
H 2.3352 -7.4880 0.9314 0.0 0.0 0.1
H 3.6031 -6.9659 2.0660 -0.1 0.1 0.0
C 3.3388 3.3713 -1.5256 -0.2 0.0 0.0
S 4.0622 2.3761 -0.2051 0.3 0.2 -0.1
O 2.9317 1.7969 0.5913 -0.2 0.2 -0.1
C 4.7268 3.7656 0.7333 -0.1 0.1 0.1
H 2.8289 2.7039 -2.2211 0.1 0.0 0.1
H 2.6197 4.0786 -1.1079 0.0 0.0 0.1
H 4.1302 3.9065 -2.0527 0.0 -0.1 0.1
H 3.9212 4.4485 1.0102 -0.1 -0.1 0.0
H 5.4728 4.2885 0.1309 0.1 -0.2 0.0
H 5.1998 3.3789 1.6364 0.0 -0.1 -0.1
C 8.1041 6.7396 -2.3529 -0.1 0.0 -0.1
S 8.7492 5.9289 -0.8744 -0.1 -0.2 0.0
O 8.1479 4.5608 -0.8145 -0.2 0.4 0.0
C 7.8583 6.9631 0.3075 -0.1 0.0 0.0
H 8.5034 6.2276 -3.2288 0.0 0.0 0.1
H 7.0141 6.6817 -2.3642 0.0 0.0 0.1
H 8.4253 7.7825 -2.3662 0.0 -0.1 0.0
H 6.7836 6.8914 0.1295 0.0 0.0 -0.1
H 8.1876 7.9987 0.2058 0.0 -0.1 0.0
H 8.0836 6.6096 1.3141 0.1 0.0 -0.1
C 0.7543 -4.5991 -5.4664 0.0 0.0 -0.1
S -0.3113 -4.3339 -4.0334 -0.2 -0.2 -0.1
O -1.3329 -5.4225 -4.0275 0.3 0.4 0.0
C -1.1112 -2.8453 -4.6696 -0.1 0.0 -0.1
H 1.3286 -5.5117 -5.3048 -0.1 0.1 0.1
H 0.1473 -4.7073 -6.3669 -0.1 0.0 0.1
H 1.4386 -3.7555 -5.5731 0.0 0.0 0.1
H -1.6016 -3.0623 -5.6202 0.0 -0.1 0.0
H -0.3655 -2.0596 -4.8025 0.0 -0.1 0.0
H -1.8558 -2.5171 -3.9448 0.1 -0.1 0.0
C -8.9503 2.1601 -3.5588 -0.1 0.0 0.0
S -7.7081 3.2409 -2.8197 -0.3 0.1 0.0
O -8.2746 3.7647 -1.5396 0.1 0.1 -0.4
C -7.8483 4.5554 -4.0490 0.0 0.1 0.0
H -9.0593 1.2772 -2.9276 0.1 0.1 0.0
H -9.9070 2.6814 -3.6217 0.1 0.1 0.1
H -8.6221 1.8549 -4.5538 0.0 0.0 0.1
H -8.8739 4.9266 -4.0815 0.0 -0.1 0.1
H -7.5565 4.1708 -5.0280 0.0 0.0 0.1
H -7.1778 5.3670 -3.7652 0.0 -0.1 0.1
C 7.4097 -6.6581 2.0881 -0.1 0.0 0.1
S 7.1008 -7.0390 0.3506 -0.1 0.0 0.0
O 5.6601 -6.7480 0.0782 0.3 -0.2 0.2
C 7.2680 -8.8284 0.5200 -0.1 -0.1 0.0
H 7.3176 -5.5804 2.2265 0.0 -0.1 -0.1
H 6.6783 -7.1684 2.7173 0.0 0.0 -0.1
H 8.4200 -6.9719 2.3558 0.0 0.0 -0.1
H 6.5455 -9.2029 1.2473 0.0 0.1 0.0
H 8.2831 -9.0705 0.8395 0.0 0.1 0.0
H 7.0758 -9.2865 -0.4506 0.0 0.1 0.0
C -1.7413 5.8464 -1.0958 0.1 -0.2 -0.1
S -1.8256 4.9979 0.4936 -0.2 0.6 0.2
O -1.5808 3.5372 0.2358 -0.1 -0.2 -0.2
C -3.6010 5.2134 0.7291 0.0 -0.2 0.0
H -0.7136 5.8011 -1.4574 -0.1 0.0 0.1
H -2.4007 5.3572 -1.8149 0.0 0.0 0.1
H -2.0336 6.8894 -0.9664 0.0 -0.1 0.1
H -4.1449 4.7638 -0.1039 0.1 0.0 0.0
H -3.8317 6.2775 0.7979 0.1 0.0 0.0
H -3.8886 4.7202 1.6586 0.1 0.0 0.0

=====

36
Properties=species:S:1:pos:R:3:forces:R:3 method="wB97M-V/def2-TZVPD" energy_ev=-21274.136 homo_lumo_gap_ev=8.17 charge=0 homo_ev=-8.08 relative_energy_kcal_mol=57.5 smiles=NCNC[C@@H](N)CO.O.O.O.O.O e_lumo_ha=0.004
C 1.5593 1.0018 -0.3319 1.6 -0.3 -3.1
N 1.5235 0.5252 0.9702 -1.4 0.6 3.9
C 0.6677 1.5087 1.7727 3.7 0.0 1.4
N -0.6826 1.3021 1.6644 -2.6 -0.3 0.2
C 0.6466 0.1929 -1.3047 1.1 0.3 1.4
C 1.4407 -0.9095 -2.0730 1.4 -0.7 3.4
O 0.6263 -2.0217 -1.9949 -2.0 -3.8 0.4
N -0.1712 1.0810 -2.0987 -2.3 -3.4 0.4
H 1.3232 2.0616 -0.4224 -0.4 -0.1 0.2
H 2.6324 0.9736 -0.6356 -0.5 -0.1 -0.5
H 1.0418 -0.3898 1.0784 0.9 1.0 -0.3
H 0.9964 1.5487 2.8509 -0.2 -0.8 -0.8
H 0.9664 2.5116 1.4637 -0.2 -0.1 -0.3
H -1.1894 1.7978 0.9509 0.2 0.1 -0.2
H -0.8936 0.3159 1.6577 -0.3 0.1 0.1
H 0.0018 -0.4344 -0.6204 0.3 1.0 -0.9
H 1.5247 -0.6894 -3.0376 0.5 1.5 -4.2
H 2.5023 -1.2311 -1.7501 -1.5 1.2 0.2
H 0.9683 -2.9573 -2.0686 0.2 2.1 -0.1
H 0.1971 1.8697 -2.4765 1.8 2.4 -1.1
H -1.0696 1.3172 -1.6931 0.2 -0.2 0.1
H 3.6670 -1.4015 0.1135 -0.1 -0.3 -0.2
H 3.6135 -0.3653 1.1266 -3.6 2.4 3.5
O 4.1786 -0.7215 0.5453 3.7 -2.2 -3.3
H -2.8098 1.0522 0.0735 -0.8 1.0 -0.6
H -3.7450 2.2255 -0.4179 -0.2 -0.2 0.1
O -2.8357 1.9230 -0.4034 0.8 -0.8 0.3
H -0.3628 -1.8436 1.6729 0.2 -0.5 0.4
H 0.4556 -2.5184 2.8463 -0.3 -0.2 -0.1
O 0.4031 -1.7596 2.2627 -0.3 0.3 -0.3
H -2.4432 -0.9816 -1.4911 -0.7 1.4 -1.3
H -1.3138 -1.9399 -1.2480 -0.4 0.2 0.1
O -2.1606 -1.6158 -0.8730 1.2 -1.6 1.2
H -3.5968 -1.1297 1.0294 0.8 -2.6 -0.9
H -3.6991 -0.0145 1.8351 1.0 2.1 4.4
O -3.9632 -0.2838 1.0267 -1.8 0.5 -3.4